No. 1
Formula: CH4IOPS
Source: the Open Molecules 2025 dataset
Level of theory: the ωB97M-V functional and the def2-TZVPD basis

- 2S+1 = 1
- HOMO-LUMO gap (eV) = 8.73
- lowest unoccupied orbital energy (eV) = -0.14
- M (Da) = 221.987
- E_HOMO (eV) = -8.9
- total energy (eV) = -31373.4620

Positions of all 9 atoms, in Å:
C: -0.201 1.337 -0.188
P: 0.630 -0.040 0.678
I: 2.915 0.414 -0.155
S: 0.001 -1.822 -0.597
O: -1.303 -2.109 0.342
H: 0.219 2.321 0.167
H: -1.165 1.453 0.094
H: -0.068 1.231 -1.186
H: -1.027 -2.785 0.845

---

No. 2
Formula: CH4InN2O
Source: the Open Molecules 2025 dataset
Level of theory: the ωB97M-V functional and the def2-TZVPD basis

- 2S+1 = 1
- HOMO-LUMO gap (eV) = 3.79
- lowest unoccupied orbital energy (eV) = -20.87
- M (Da) = 174.874
- net charge = +3
- E_HOMO (eV) = -24.7
- total energy (eV) = -11262.9330

Positions of all 9 atoms, in Å:
In: 2.917 -2.777 1.160
C: 0.078 0.048 -0.018
O: 0.990 -0.801 -0.093
N: -1.015 0.024 0.811
N: 0.035 1.008 -0.997
H: -1.231 -0.809 1.371
H: -1.698 0.789 0.733
H: 0.783 1.049 -1.717
H: -0.857 1.469 -1.249